# C19H30N2O2S

An isolated molecule of C19H30N2O2S (ωB97M-V/def2-TZVPD, OMol25).

XYZ file:
```
54
Properties=species:S:1:pos:R:3
O -1.47 1.15 3.06
C -2.35 0.91 1.99
C -2.74 -0.58 1.98
O -2.43 -1.24 0.77
C -1.13 -1.57 0.51
C -0.93 -2.34 -0.64
C 0.34 -2.75 -0.99
C 1.44 -2.40 -0.21
C 1.23 -1.62 0.92
C -0.04 -1.21 1.28
H -0.16 -0.60 2.16
H 2.07 -1.33 1.53
C 2.81 -2.88 -0.59
N 3.06 -2.70 -2.01
C 4.24 -3.41 -2.47
C 4.29 -3.46 -3.99
H 5.14 -4.05 -4.33
H 3.36 -3.88 -4.38
S 4.49 -1.80 -4.69
C 3.03 -1.09 -3.87
C 3.12 -1.29 -2.36
H 2.27 -0.79 -1.89
H 4.05 -0.82 -1.99
H 3.02 -0.04 -4.12
H 2.15 -1.59 -4.27
H 4.19 -4.43 -2.09
H 5.17 -2.94 -2.09
H 2.88 -3.96 -0.39
H 3.58 -2.37 0.02
H 0.50 -3.35 -1.87
H -1.79 -2.61 -1.24
H -2.25 -1.07 2.83
H -3.82 -0.69 2.08
C -3.58 1.82 2.13
N -3.14 3.18 2.42
C -4.10 3.94 3.20
C -3.46 5.25 3.67
C -3.01 6.07 2.47
C -2.07 5.22 1.62
C -2.75 3.92 1.23
H -2.07 3.30 0.64
H -3.63 4.14 0.60
H -1.78 5.76 0.72
H -1.17 4.99 2.19
H -2.50 6.98 2.81
H -3.87 6.36 1.88
H -4.19 5.81 4.27
H -2.60 5.02 4.30
H -4.39 3.34 4.07
H -5.01 4.16 2.61
H -4.17 1.47 2.98
H -4.20 1.76 1.22
H -1.83 1.13 1.04
H -1.58 2.09 3.28
```

The calculation puts the HOMO energy at -8.2 eV. For the orbital gap, the calculation gives 9.068 eV. The SMILES is O[C@@H](COc1ccc(CN2CCSCC2)cc1)CN1CCCCC1. The energy above the lowest of the compared OMol25 structures with the same formula, charge and spin is 181.40 kJ/mol. The spin multiplicity is 1. As for the total charge: 0. The value obtained for the total energy is -1400.1571 hartree.

Results of the Mulliken charge analysis, in e, for atoms 1 through 8:
1 O -0.620
2 C 1.144
3 C -1.028
4 O -0.457
5 C 0.855
6 C -0.838
7 C -0.254
8 C 0.327